Record 1
57
Properties=species:S:1:pos:R:3 method="wB97M-V/def2-TZVPD" orbital_gap_ha=0.1240
Cu -8.21918 5.05898 7.27527
C -8.82945 5.14313 1.02992
C -8.56480 3.95927 2.01142
O -8.49425 4.21638 3.40127
H -8.37493 6.07791 1.35806
H -9.88141 5.39039 0.88731
H -8.57862 4.82548 0.01785
H -7.70167 3.41314 1.63083
H -9.38624 3.26998 1.81601
C -13.57516 6.01578 10.88268
O -13.71106 6.39699 9.54730
C -12.67298 6.86308 8.80757
O -11.46421 6.88272 9.12980
O -13.17603 7.45233 7.72075
C -12.37880 8.32984 6.95115
H -14.47004 5.45928 11.16124
H -13.25603 6.69273 11.67514
H -12.78710 5.26279 10.87400
H -12.04761 9.15573 7.58068
H -12.96968 8.79928 6.16465
H -11.39148 8.00883 6.61909
C -8.80870 1.67532 11.91122
O -7.62375 2.25951 12.45088
C -6.66381 2.80758 11.66012
O -6.81240 3.01090 10.44007
O -5.72343 3.23592 12.47282
C -4.54446 3.65089 11.87860
H -9.60729 2.37902 12.14604
H -9.12111 0.73491 12.36525
H -8.70628 1.50734 10.83913
H -4.67131 4.70826 11.64624
H -4.31179 3.07077 10.98562
H -3.75920 3.59618 12.63258
C -2.29497 8.40603 7.07301
O -3.54565 8.14588 7.68926
C -4.63329 8.37318 6.98824
O -5.73976 7.99777 7.33080
O -4.44569 9.13894 5.88651
C -5.55134 9.51633 5.13871
H -2.45443 8.58587 6.00983
H -1.52871 7.63682 7.16919
H -1.86466 9.38551 7.28173
H -5.29208 10.47695 4.69362
H -6.48208 9.64569 5.69105
H -5.74007 8.78838 4.34967
C 1.63893 4.47348 5.36518
O 0.22407 4.17320 5.09584
C -0.47675 3.59828 6.02470
O -0.23275 3.28790 7.19851
O -1.75397 3.56545 5.47487
C -2.84622 3.20967 6.31659
H 2.06526 4.94548 4.47999
H 2.25496 3.69922 5.82249
H 1.61547 5.30809 6.06588
H -2.53555 2.33607 6.88966
H -3.81728 2.96813 5.88439
H -3.09727 3.97049 7.05566



Record 2
58
Properties=species:S:1:pos:R:3 method="wB97M-V/def2-TZVPD" charge=+2 s2=3.76 multiplicity=4 orbital_gap_ha="0.1442 / 0.1485"
V 3.45357 4.19967 0.21664
Cu 0.55025 3.88151 2.16686
C 1.86034 0.54769 1.70521
C 1.48774 1.39217 0.42955
O 1.83780 2.72783 0.44154
H 1.55225 -0.49760 1.68161
H 1.46529 1.03181 2.59831
H 2.94808 0.51438 1.76710
H 0.40556 1.26495 0.45753
H 1.79659 0.74420 -0.39072
C -2.23441 1.56638 1.32925
O -2.56506 0.13701 1.21037
C -3.85857 -0.24527 1.26218
O -4.78863 0.53812 1.37217
O -3.96639 -1.64721 1.14581
C -5.15132 -2.28075 0.87163
H -1.33058 1.68692 1.92649
H -3.04244 2.25954 1.56313
H -1.86884 1.87312 0.34927
H -5.96481 -1.88243 1.47801
H -5.06183 -3.35334 1.04381
H -5.30322 -2.16214 -0.20120
C -0.24656 -3.18097 -3.81563
O 1.10450 -2.86754 -3.47558
C 1.40862 -2.47147 -2.25231
O 0.60836 -2.26362 -1.33263
O 2.75708 -2.51943 -2.21202
C 3.33222 -2.66749 -0.93743
H -0.28488 -4.26042 -3.66929
H -0.45949 -2.81776 -4.82103
H -1.02623 -2.71904 -3.20994
H 4.39683 -2.54828 -1.13866
H 3.05419 -3.57776 -0.40621
H 2.99757 -1.81252 -0.34995
C 6.50867 0.90427 1.40706
O 5.82077 1.19744 2.58700
C 4.88684 2.18964 2.63380
O 4.57077 2.89628 1.68984
O 4.50664 2.21158 3.91149
C 3.40675 3.03650 4.27482
H 7.16357 0.07217 1.66556
H 7.13518 1.73151 1.07351
H 5.83452 0.74734 0.56504
H 2.50976 2.42008 4.33411
H 3.34018 3.97517 3.72475
H 3.61469 3.28858 5.31468
C -6.39026 0.08284 -2.81828
O -5.09437 0.43898 -2.39856
C -4.09337 -0.36831 -2.61192
O -4.10954 -1.44106 -3.24352
O -3.05730 0.16388 -2.00340
C -1.76819 -0.40215 -2.08121
H -6.92178 -0.68295 -2.25334
H -6.41072 -0.28770 -3.84317
H -6.98070 0.99280 -2.71129
H -1.08553 0.06206 -1.36944
H -1.37789 -0.46839 -3.09677
H -1.87228 -1.35083 -1.55464



Record 3
60
Properties=species:S:1:pos:R:3 method="wB97M-V/def2-TZVPD" charge=+1 s2=0.76 multiplicity=2 orbital_gap_ha="0.3044 / 0.2358"
Rb 13.46083 9.51156 4.56159
N 13.29070 9.94463 7.62336
C 11.95160 10.52844 7.81686
C 12.00712 11.99081 7.31231
N 12.77137 12.16734 6.07204
C 12.71912 13.56684 5.64867
C 13.90477 13.91778 4.68129
N 15.22194 13.58481 5.33611
H 13.24513 8.89953 7.61133
H 13.97125 10.17184 8.34904
H 11.74814 10.57338 8.85328
H 11.26081 10.02915 7.15792
H 12.33174 12.66996 8.19099
H 11.02407 12.40810 7.12586
H 13.78459 11.91860 6.24446
H 12.76576 14.22632 6.47855
H 11.82517 13.72010 5.04703
H 13.90808 14.92400 4.32583
H 13.79025 13.31352 3.76470
H 15.47515 14.15192 6.12767
H 15.90302 13.96584 4.67707
Te 12.22925 6.10140 4.94182
C 10.23077 6.44056 5.26340
C 9.17234 5.53725 5.46305
C 8.03767 6.25518 5.83047
C 8.17300 7.59493 5.86642
S 9.67678 8.05229 5.30250
H 9.13936 4.44755 5.46895
H 7.12926 5.72182 6.07342
H 7.41466 8.30311 6.13961
F 17.21001 8.51585 7.15166
P 16.49211 8.13316 5.76685
F 17.14797 6.69839 5.80025
F 15.12035 7.70883 6.58152
F 17.75554 8.78542 4.88825
F 15.98479 9.73630 5.73540
F 15.65704 7.83882 4.39918
C 18.79025 11.87978 7.24714
N 18.93453 11.05779 6.00578
C 20.33030 10.44331 6.03161
N 21.33512 11.43610 6.10633
C 21.14298 12.30141 7.28789
N 19.81563 12.93393 7.28933
C 19.77495 13.97622 6.29907
P 20.02039 13.36933 4.58488
C 18.76553 11.94573 4.76051
C 21.55190 12.19292 4.89387
H 18.93008 11.15985 8.06909
H 17.81672 12.30440 7.25733
H 18.12846 10.31476 6.08956
H 20.48265 9.72468 5.16268
H 20.33582 9.85021 6.95732
H 21.94676 13.03309 7.34103
H 21.26767 11.62225 8.15816
H 20.47558 14.79074 6.53127
H 18.81783 14.45168 6.25226
H 18.77214 11.31768 3.84378
H 17.75538 12.37332 4.80392
H 22.48040 12.76182 4.82656
H 21.73584 11.52061 4.05570



Record 4
53
Properties=species:S:1:pos:R:3 method="wB97M-V/def2-TZVPD" s2=2.01 multiplicity=3 orbital_gap_ha="0.2605 / 0.2857"
Ni -0.97956 -0.70925 -0.29533
C -1.31405 -2.93530 3.94510
O -1.52822 -3.62333 2.69370
C -1.41181 -2.87861 1.61133
O -1.15983 -1.68251 1.61140
N -1.60376 -3.60301 0.48301
N -1.56090 -2.91678 -0.72394
H -1.20375 -3.71902 4.68534
H -2.17462 -2.31183 4.17363
H -0.42101 -2.32003 3.89644
H -1.81766 -4.58360 0.53433
H -2.45127 -2.94333 -1.20346
H -0.82214 -3.26420 -1.32267
O -1.23699 -0.47554 -2.30746
N -1.68485 0.73480 -2.62803
C -1.35101 1.21814 -3.84446
C -1.79651 2.43525 -4.27240
C -2.61183 3.18369 -3.41892
C -2.93126 2.68444 -2.18262
C -2.46073 1.43213 -1.74977
S -2.79757 0.77341 -0.20749
H -0.71715 0.56380 -4.42250
H -1.51224 2.79333 -5.25153
H -2.97715 4.15539 -3.72562
H -3.54889 3.23962 -1.49069
C 1.56390 -2.06273 -1.58198
Si 2.07281 -0.52389 -0.59691
C 3.19838 0.45288 -1.73615
C 3.15005 -1.27007 0.74716
C 0.66006 0.51119 -0.04532
Si 0.62930 1.51950 1.49785
C 1.85565 0.98001 2.81683
C 1.02982 3.29176 1.02962
C -1.00706 1.61111 2.41845
H 2.40845 -2.42704 -2.17679
H 0.73430 -1.85799 -2.26573
H 1.29270 -2.87203 -0.88725
H 4.15326 -0.06017 -1.90395
H 3.40827 1.43478 -1.29884
H 2.72886 0.61713 -2.71349
H 3.79368 -2.03959 0.30630
H 2.55258 -1.74340 1.53204
H 3.79173 -0.52297 1.21852
H 0.46008 1.21262 -0.86676
H 2.89058 1.13815 2.50372
H 1.73401 -0.08004 3.05780
H 1.68835 1.55302 3.73555
H 1.97018 3.35458 0.46972
H 1.11288 3.93647 1.91387
H 0.23153 3.69491 0.39484
H -1.49341 0.63273 2.48612
H -1.70322 2.29257 1.92101
H -0.83299 1.97884 3.43637



Record 5
51
Properties=species:S:1:pos:R:3 method="wB97M-V/def2-TZVPD" smiles="CNC(=O)[C@@H](CCCC[NH3+])NC(=O)[C@@H](CCSC)NC(C)=O" charge=+1 orbital_gap_ha=0.3152
C 4.39973 2.70516 -0.92450
N 2.95738 2.74251 -0.38315
C 2.30301 1.64807 -0.15527
O 2.72393 0.52051 -0.44684
C 0.84096 1.86311 0.20358
C 0.02339 2.29959 -0.96364
C 0.22304 1.46985 -2.21421
C -0.51782 0.12389 -2.45544
C 0.36950 -1.11395 -2.80357
N 1.38016 -1.45592 -1.76260
N 0.23131 0.58631 0.71241
C -0.91448 0.66253 1.39183
O -1.61826 1.69718 1.44116
C -1.21913 -0.61537 2.20508
C -1.96356 -1.65882 1.46841
C -3.37749 -1.13307 1.24849
S -4.02116 -2.03687 -0.26754
C -5.21008 -0.71032 -0.74198
N -0.09224 -1.25531 2.83876
C 0.92070 -1.88800 2.29118
C 1.98703 -2.28122 3.11669
O 0.92596 -2.02598 1.04517
H 4.58782 2.76600 -2.04352
H 4.90505 1.75673 -0.64090
H 4.96206 3.43871 -0.40774
H 2.58268 3.62402 0.08916
H 0.96461 2.62855 0.98072
H -1.08226 2.30033 -0.72945
H 0.14741 3.35843 -1.22516
H 1.28686 1.33414 -2.44624
H -0.08106 2.21243 -2.97324
H -1.03343 0.26434 -3.38317
H -1.25113 -0.10370 -1.63828
H 1.03134 -0.84452 -3.65099
H -0.30525 -2.01161 -3.07838
H 1.67721 -0.66237 -1.22367
H 0.97245 -2.16747 -1.16277
H 2.08238 -1.97922 -2.18278
H 0.75926 -0.25647 0.98258
H -1.88332 -0.44774 3.08167
H -1.95328 -2.55917 2.00740
H -1.56419 -1.77432 0.47037
H -3.48873 -0.05999 1.03275
H -4.07161 -1.26089 2.05147
H -5.40791 -0.89546 -1.75984
H -6.06337 -0.87831 -0.19918
H -4.89077 0.39270 -0.62802
H -0.17438 -1.24043 3.87765
H 2.30293 -1.46901 3.72856
H 1.75552 -3.18850 3.72875
H 2.88125 -2.42108 2.49828



Record 6
55
Properties=species:S:1:pos:R:3 method="wB97M-V/def2-TZVPD" smiles="C[C@@H](O)CON(C)C(=O)OCCCO.COC(=O)OC.COC(=O)OC" orbital_gap_ha=0.3891
C 3.56981 -0.84688 -3.00135
C 2.05120 -0.87933 -3.07986
O 1.57199 0.19511 -3.87842
C 1.56487 -2.21729 -3.60725
O 0.18789 -2.10480 -3.96188
N -0.58978 -3.18076 -3.41879
C -1.54908 -3.52732 -4.46381
C -1.18813 -2.56522 -2.24908
O -0.51707 -2.32907 -1.25966
O -2.48970 -2.26400 -2.38718
C -2.86118 -0.99212 -1.82048
C -2.06927 0.16304 -2.39773
C -2.54520 0.61578 -3.78459
O -1.54373 0.48935 -4.78263
H 3.91173 -1.53134 -2.22439
H 4.02444 -1.14652 -3.94356
H 3.88889 0.15440 -2.73108
H 1.65910 -0.73745 -2.07361
H 1.56904 -0.07379 -4.79925
H 2.16828 -2.52644 -4.46702
H 1.67051 -2.99116 -2.85270
H -2.03191 -2.65253 -4.89375
H -2.26895 -4.23584 -4.06877
H -1.00146 -4.02722 -5.25916
H -3.90915 -0.86669 -2.07919
H -2.81276 -0.99330 -0.73430
H -0.99747 -0.02828 -2.44132
H -2.18680 0.99403 -1.70229
H -2.81013 1.67237 -3.75970
H -3.45015 0.08150 -4.08818
H -0.86439 -0.10989 -4.46173
C -0.17893 -0.48857 0.95279
O 0.42794 0.47281 1.82992
C 0.10019 1.73434 1.52342
O -0.62339 2.06304 0.62259
O 0.70688 2.56740 2.36751
C 0.43640 3.95097 2.12257
H 0.15362 -1.46843 1.27848
H -1.26288 -0.43420 1.02488
H 0.14067 -0.32775 -0.07069
H -0.62649 4.15800 2.22713
H 0.78026 4.23996 1.13174
H 0.98983 4.50559 2.87487
C 0.37205 2.08117 9.10420
O -0.15476 1.52585 7.89965
C 0.72732 1.45633 6.89901
O 1.87372 1.81632 6.95363
O 0.11946 0.92759 5.84614
C 0.95333 0.78907 4.68104
H -0.44144 2.07793 9.82393
H 1.19286 1.47412 9.48148
H 0.70923 3.10331 8.94217
H 1.79028 0.12517 4.89904
H 1.31827 1.74993 4.35901
H 0.34418 0.36173 3.89817